Computed, not measured: C40H57Br4N2O11P2Ta as an isolated structure, with ωB97M-V with the def2-TZVPD basis set.

```
117
Properties=species:S:1:pos:R:3:lowdin_charge:R:1
Ta 0.10300 0.06941 -0.11038 2.022
C 4.25645 -1.39133 6.04101 -0.037
C 2.89748 -0.71657 6.27370 -0.550
C 1.88552 -1.76319 6.76219 -0.037
C 3.06687 0.33762 7.37050 -0.063
C 2.39632 -0.12162 4.95463 -0.124
C 2.21558 -0.91692 3.88377 0.038
C 1.67821 -0.37147 2.66674 -0.152
N 1.46903 -0.98933 1.54562 0.100
C 1.84350 -2.25928 1.18952 -0.150
C 2.91143 -3.00339 1.71999 0.037
C 3.15583 -4.27213 1.26175 -0.149
C 2.29074 -4.78737 0.27070 0.059
C 1.26223 -4.08435 -0.32432 -0.064
C 1.07172 -2.75406 0.11315 -0.244
O 0.19616 -1.94462 -0.42808 -0.193
C 0.36760 -4.70227 -1.40395 -0.521
C -1.09157 -4.69419 -0.92591 -0.035
C 0.76411 -6.15057 -1.69553 -0.067
C 0.46391 -3.91480 -2.71961 -0.038
C 4.34966 -5.06009 1.80406 -0.555
C 4.24792 -5.16302 3.33174 -0.044
C 4.41383 -6.47806 1.23470 -0.064
C 5.64644 -4.32858 1.43103 -0.042
C 1.22164 1.03456 2.62933 -0.214
O 0.68854 1.44879 1.59272 -0.055
C 1.46009 1.88322 3.78685 -0.061
C 2.05874 1.28897 4.84490 0.074
C 1.12343 3.37618 3.78196 -0.526
C 2.30622 4.11593 3.13719 -0.022
C 0.92632 3.89093 5.21259 -0.059
C -0.16056 3.70937 3.00290 -0.039
H 4.62409 -1.82187 6.97443 0.089
H 4.99334 -0.67106 5.68094 0.095
H 4.18350 -2.19557 5.30721 0.063
H 2.22241 -2.19535 7.70651 0.088
H 1.76918 -2.57431 6.04230 0.080
H 0.90488 -1.31096 6.92212 0.092
H 3.42634 -0.14814 8.27860 0.088
H 2.12323 0.83014 7.61279 0.089
H 3.79820 1.09988 7.09392 0.091
H 2.39312 -1.97972 3.94405 0.105
H 3.57931 -2.53811 2.43094 0.108
H 2.46624 -5.79549 -0.07105 0.086
H -1.19593 -5.23125 0.02025 0.093
H -1.72292 -5.18771 -1.66845 0.089
H -1.45544 -3.67766 -0.79600 0.064
H 0.67842 -6.78513 -0.81025 0.088
H 1.78271 -6.22415 -2.08273 0.089
H 0.09238 -6.55143 -2.45592 0.086
H 0.08478 -2.90194 -2.59458 0.067
H -0.13859 -4.41727 -3.48063 0.089
H 1.49600 -3.85685 -3.06657 0.083
H 3.32661 -5.66987 3.62530 0.093
H 4.25694 -4.17746 3.80152 0.059
H 5.09367 -5.72736 3.73060 0.086
H 3.51572 -7.05069 1.47463 0.090
H 5.26828 -7.00192 1.66666 0.086
H 4.54241 -6.47356 0.15084 0.088
H 5.67352 -3.32275 1.85328 0.079
H 5.73875 -4.23961 0.34700 0.091
H 6.51281 -4.87683 1.80808 0.085
H 2.26084 1.90031 5.71103 0.090
H 3.22552 3.95460 3.70391 0.089
H 2.10189 5.18799 3.10544 0.091
H 2.46899 3.77265 2.11315 0.089
H 1.83419 3.83951 5.81659 0.077
H 0.13543 3.33731 5.72359 0.096
H 0.63358 4.94021 5.17193 0.087
H -0.05672 3.55284 1.93521 0.051
H -0.39827 4.76169 3.16994 0.089
H -1.00828 3.11398 3.35222 0.092
N 4.49799 0.32862 -2.85785 0.155
C 3.09300 0.88959 -2.82839 -0.473
C 2.89748 1.92808 -3.92049 -0.072
P 1.98253 -0.58332 -2.88867 0.372
O 1.62917 -0.72360 -4.44875 -0.112
O 2.84863 -1.69220 -2.40780 -0.276
O 0.68171 -0.19992 -2.20720 -0.382
P 2.98390 1.62858 -1.11589 0.375
O 2.20680 2.98835 -1.26823 -0.125
O 4.40362 1.81426 -0.72279 -0.277
O 2.13690 0.67138 -0.28059 -0.390
H 4.92586 0.40796 -3.77671 0.160
H 4.39154 -0.67334 -2.59562 0.122
H 5.02053 0.84840 -2.11919 0.118
H 3.08326 1.49265 -4.90444 0.082
H 3.54558 2.79242 -3.76596 0.092
H 1.86880 2.28293 -3.90295 0.094
H 0.67774 -0.80854 -4.58607 0.091
H 1.23996 2.88315 -1.07639 0.032
Br -6.04815 2.79255 -1.87431 0.718
C -4.20261 2.60381 -1.54258 -0.749
C -3.40444 3.72293 -1.33827 -0.753
Br -4.13167 5.46084 -1.40477 0.715
C -2.03810 3.55971 -1.07122 -0.628
Br -0.86178 5.00813 -0.80299 0.809
C -1.49845 2.29420 -1.00076 -0.356
O -0.22138 2.01443 -0.70397 -0.276
C -2.29045 1.15810 -1.24260 -0.396
O -1.64505 0.00460 -1.18116 -0.220
C -3.64067 1.32014 -1.49733 -0.649
Br -4.64230 -0.24871 -1.77967 0.790
C -1.56483 -1.16840 3.44132 -0.019
C -2.13628 -0.85247 2.06374 -0.639
C -3.28352 0.14632 2.16997 -0.005
C -2.58170 -2.12717 1.36368 -0.022
O -1.10820 -0.23344 1.30280 -0.301
H -2.32771 -1.63137 4.06895 0.092
H -1.21841 -0.25498 3.93223 0.086
H -0.72492 -1.86182 3.35255 0.081
H -4.07961 -0.25217 2.80144 0.093
H -3.69370 0.35510 1.18198 0.067
H -2.92620 1.08295 2.60203 0.086
H -3.42675 -2.57262 1.89242 0.096
H -1.76406 -2.84852 1.34080 0.073
H -2.87916 -1.90628 0.33764 0.065
```

HOMO energy (eV): -7.65
Kohn-Sham gap (eV): 5.47
E_LUMO (eV): -2.18
Spin multiplicity: 1
Calculated total energy (Eh): -13531.85878
Energy above the lowest of the compared OMol25 structures with the same formula, charge and spin (eV): 0.000